No. 1
243
Properties=species:S:1:pos:R:3 method="wB97M-V/def2-TZVPD" mol_weight_g_mol=1558.7 homo_ev="-9.4 / -9.4" orbital_gap_ev="7.0034 / 2.2871" total_charge=+1 s_squared=0.761 multiplicity=2
O 0.83 -2.57 5.85
P 0.23 -3.91 5.67
N -0.57 -4.19 4.22
C -1.38 -3.17 3.64
C -1.06 -5.52 3.83
N -0.93 -4.29 6.84
C -1.45 -5.63 7.09
C -1.57 -3.27 7.68
N 1.36 -5.23 5.65
C 1.98 -5.54 7.00
C 2.17 -5.57 4.45
H -2.09 -2.81 4.38
H -1.90 -3.38 2.70
H -0.77 -2.27 3.52
H -0.44 -6.34 4.20
H -1.19 -5.52 2.75
H -2.09 -5.64 4.17
H -2.51 -5.71 6.83
H -0.85 -6.38 6.57
H -1.34 -5.90 8.14
H -1.54 -2.24 7.32
H -2.60 -3.48 7.97
H -0.99 -3.21 8.60
H 1.53 -4.95 7.79
H 1.92 -6.58 7.34
H 3.06 -5.39 7.08
H 2.42 -6.63 4.52
H 3.11 -5.01 4.37
H 1.52 -5.32 3.62
O -2.03 -0.75 -7.39
P -0.95 -0.49 -6.38
N 0.08 0.82 -6.76
C -0.55 2.17 -6.83
C 1.13 0.70 -7.79
N 0.19 -1.72 -6.17
C 0.11 -2.88 -7.03
C 1.37 -1.60 -5.42
N -1.57 -0.12 -4.81
C -2.91 -0.54 -4.33
C -0.59 0.29 -3.77
H -0.87 2.48 -5.83
H -1.27 2.19 -7.65
H 0.28 2.83 -7.07
H 0.76 0.68 -8.82
H 1.78 -0.17 -7.79
H 1.78 1.57 -7.79
H 0.72 -2.67 -7.91
H 0.44 -3.81 -6.56
H -0.90 -3.15 -7.33
H 2.32 -1.69 -5.94
H 1.43 -0.61 -4.97
H 1.36 -2.29 -4.57
H -3.63 -0.64 -5.15
H -2.85 -1.48 -3.79
H -3.29 0.26 -3.69
H -1.16 0.62 -2.90
H 0.05 1.11 -4.11
H 0.02 -0.56 -3.44
O 4.69 2.87 -5.16
P 4.46 4.04 -4.28
N 5.92 4.84 -3.91
C 6.88 4.29 -2.92
C 6.53 5.75 -4.92
N 3.70 3.72 -2.77
C 3.75 4.60 -1.53
C 2.80 2.58 -2.56
N 3.37 5.21 -4.89
C 3.18 6.50 -4.24
C 2.20 4.66 -5.63
H 7.89 4.67 -3.08
H 6.94 3.21 -2.99
H 6.54 4.61 -1.93
H 5.77 6.41 -5.34
H 7.03 5.22 -5.72
H 7.26 6.33 -4.37
H 4.06 4.00 -0.67
H 4.50 5.38 -1.65
H 2.78 5.06 -1.34
H 3.02 1.72 -3.20
H 3.04 2.26 -1.54
H 1.74 2.81 -2.53
H 2.94 7.27 -4.97
H 2.46 6.36 -3.45
H 4.13 6.74 -3.77
H 2.16 3.58 -5.67
H 2.27 5.11 -6.62
H 1.30 5.09 -5.19
O -5.45 0.28 5.04
P -5.50 -0.73 3.99
N -6.94 -0.70 3.10
C -7.38 0.57 2.44
C -8.09 -1.53 3.51
N -5.30 -2.37 4.38
C -4.58 -2.61 5.63
C -5.19 -3.40 3.40
N -4.34 -0.50 2.81
C -4.49 -1.09 1.49
C -3.03 0.08 3.01
H -6.63 1.06 1.82
H -7.72 1.25 3.22
H -8.31 0.49 1.87
H -7.85 -2.58 3.34
H -9.04 -1.31 3.02
H -8.18 -1.58 4.60
H -5.19 -3.11 6.38
H -3.84 -3.40 5.49
H -3.88 -1.84 5.94
H -5.32 -4.40 3.83
H -5.90 -3.20 2.60
H -4.18 -3.43 2.99
H -5.47 -1.54 1.34
H -4.36 -0.26 0.80
H -3.73 -1.85 1.33
H -3.02 0.90 2.28
H -2.24 -0.61 2.72
H -2.94 0.42 4.04
O 0.58 3.30 0.77
P 0.57 4.23 1.90
N -0.11 5.75 1.55
C 0.63 6.71 0.75
C -1.56 5.71 1.53
N 2.10 4.68 2.38
C 3.19 3.66 2.28
C 2.39 5.65 3.43
N -0.18 3.50 3.29
C -0.45 4.29 4.53
C -1.05 2.36 3.07
H 0.55 7.72 1.16
H 0.15 6.89 -0.22
H 1.69 6.47 0.73
H -2.00 5.65 2.53
H -1.93 4.86 0.96
H -2.04 6.63 1.18
H 3.05 2.90 1.51
H 4.00 4.25 1.85
H 3.41 3.22 3.25
H 3.44 5.83 3.69
H 1.98 6.61 3.14
H 1.98 5.38 4.40
H -0.10 5.30 4.31
H -1.50 4.39 4.82
H 0.20 3.79 5.24
H -0.67 1.51 2.50
H -1.98 2.73 2.64
H -1.36 1.93 4.03
O -5.38 3.63 -2.67
P -4.06 4.30 -2.67
N -3.88 5.81 -1.78
C -2.87 6.87 -2.20
C -4.94 6.29 -0.95
N -3.61 4.81 -4.23
C -3.39 3.64 -5.09
C -4.44 5.78 -5.01
N -2.81 3.51 -1.98
C -1.41 3.82 -1.98
C -3.16 2.41 -1.08
H -3.38 7.53 -2.91
H -2.04 6.36 -2.69
H -2.51 7.44 -1.35
H -5.33 5.48 -0.33
H -5.80 6.60 -1.54
H -4.68 7.16 -0.35
H -2.86 3.93 -6.00
H -2.89 2.78 -4.64
H -4.39 3.31 -5.37
H -3.88 6.13 -5.87
H -5.39 5.31 -5.30
H -4.67 6.56 -4.28
H -1.04 3.90 -3.00
H -1.17 4.74 -1.43
H -0.76 3.02 -1.61
H -2.40 1.63 -1.09
H -4.16 1.96 -1.08
H -3.05 2.83 -0.08
O -2.81 -7.01 -2.02
P -2.28 -5.65 -1.75
N -1.67 -4.71 -3.10
C -0.90 -3.44 -2.90
C -1.64 -5.20 -4.48
N -0.86 -5.69 -0.72
C -0.31 -4.55 0.04
C 0.16 -6.60 -1.13
N -3.33 -4.49 -0.97
C -3.71 -4.89 0.41
C -4.29 -3.72 -1.75
H 0.15 -3.74 -2.94
H -1.11 -2.89 -1.98
H -1.12 -2.82 -3.77
H -2.19 -4.52 -5.12
H -2.11 -6.18 -4.57
H -0.62 -5.27 -4.88
H 0.16 -4.99 0.92
H 0.42 -4.05 -0.61
H -1.11 -3.87 0.35
H 1.02 -6.09 -1.56
H 0.34 -6.95 -0.12
H -0.12 -7.45 -1.77
H -4.40 -5.71 0.25
H -2.86 -5.30 0.96
H -4.20 -4.12 1.01
H -5.07 -4.37 -2.15
H -3.81 -3.12 -2.52
H -4.86 -2.99 -1.17
C 5.68 0.22 -2.65
N 5.51 0.70 -1.24
O 6.10 1.67 -0.82
O 4.77 0.04 -0.60
H 6.24 -0.71 -2.61
H 6.14 1.03 -3.21
H 4.68 0.03 -3.05
C 1.52 0.11 -0.12
N 0.25 -0.70 0.20
O -0.03 -0.91 1.37
O -0.54 -1.03 -0.68
H 2.05 0.38 0.79
H 1.12 1.00 -0.62
H 2.30 -0.37 -0.69
C 2.55 -3.20 1.75
C 4.04 -2.73 1.75
O 4.73 -3.28 2.88
P 6.32 -3.07 3.08
O 6.99 -2.95 1.77
O 6.78 -4.38 3.92
C 6.69 -5.71 3.44
C 7.98 -6.05 2.60
O 6.51 -1.70 4.02
C 6.03 -1.73 5.36
C 4.67 -1.00 5.43
H 2.39 -4.28 1.77
H 2.04 -2.76 2.61
H 1.98 -2.92 0.86
H 4.55 -2.96 0.81
H 4.07 -1.64 1.81
H 6.55 -6.40 4.27
H 5.88 -5.74 2.70
H 7.72 -6.83 1.89
H 8.21 -5.20 1.96
H 8.89 -6.22 3.17
H 6.03 -2.76 5.70
H 6.77 -1.20 5.96
H 4.69 -0.06 4.89
H 3.87 -1.63 5.03
H 4.49 -0.89 6.50



No. 2
16
Properties=species:S:1:pos:R:3 method="wB97M-V/def2-TZVPD" mol_weight_g_mol=86.1 homo_ev="-7.9 / -7.9" relative_energy_ev=5.5863 orbital_gap_ev="8.5286 / 8.5266" total_charge=0
C 0.71 0.65 -0.11
C 1.48 -0.24 -1.16
C -1.51 1.66 0.00
C -0.25 -2.08 1.06
N -0.70 0.52 -0.09
N -0.03 0.09 0.99
H 1.26 1.63 0.11
H 0.66 -0.90 -1.34
H 2.24 -0.79 -0.59
H 1.77 0.34 -2.02
H -2.47 1.36 0.28
H -1.00 2.40 0.68
H -1.36 2.20 -0.95
H 0.72 -2.41 1.43
H -1.14 -2.07 1.74
H -0.39 -2.37 -0.04



No. 3
21
Properties=species:S:1:pos:R:3 method="wB97M-V/def2-TZVPD" mol_weight_g_mol=102.2 homo_ev=-6.5 relative_energy_ev=4.9111 orbital_gap_ev=6.9861 total_charge=0
C 0.99 0.08 -1.69
C 1.16 -0.30 -0.22
C 1.95 -1.61 -0.08
C -0.18 -0.45 0.51
C -0.96 0.78 0.78
C -2.32 0.71 1.26
O -0.30 1.90 0.74
H 1.98 0.20 -2.16
H 0.41 0.99 -1.81
H 0.45 -0.71 -2.23
H 1.73 0.49 0.29
H 2.92 -1.52 -0.58
H 1.41 -2.44 -0.55
H 2.13 -1.87 0.97
H -0.02 -0.87 1.51
H -0.84 -1.15 -0.02
H -1.84 0.97 -1.15
H -2.72 1.62 1.70
H -2.59 -0.22 1.75
H -2.48 0.75 0.00
H -0.88 2.64 0.97



No. 4
18
Properties=species:S:1:pos:R:3 method="wB97M-V/def2-TZVPD" mol_weight_g_mol=165.2 homo_ev=-8.0 relative_energy_ev=0.3810 orbital_gap_ev=8.2012 total_charge=0
O 1.85 2.68 -1.00
S -0.46 1.88 -1.92
C 1.04 1.78 -1.02
C 1.72 -0.63 1.78
C 0.54 -1.34 1.72
C 1.95 0.41 0.88
C -0.47 -1.03 0.78
C 0.99 0.73 -0.06
C -0.23 0.04 -0.12
N -1.07 0.49 -1.11
C -2.31 -0.19 -1.55
H 2.51 -0.94 2.44
H 0.38 -2.20 2.39
H 2.85 0.94 0.92
H -1.40 -1.62 0.79
H -3.10 -0.02 -0.77
H -2.69 0.25 -2.51
H -2.11 -1.25 -1.65